# C5H5ClO2

C5H5ClO2 in the gas phase (ωB97M-V with the def2-TZVPD basis set, the OMol25 dataset).

## Properties
Energy relative to the best compared isomer or geometry (same formula, charge and spin) ... 156.37 kJ/mol
Kohn-Sham gap ... 9.14 eV
Charge ... 0
E_HOMO ... -9.96 eV
Structure (SMILES) ... O=C/C=C(/Cl)CC=O

Element x y z (Å)
C  0.9386  -0.5084  -0.0022
C  0.7564  0.9243  0.6088
C  -0.0130  1.7889  -0.4831
C  -0.0704  -1.4849  -0.1527
C  -1.4699  -1.3009  0.0932
H  1.6825  1.3273  0.8845
H  0.0656  0.7640  1.4684
H  0.5559  2.1319  -1.3831
H  0.3071  -2.4528  -0.4685
H  -1.7919  -0.2985  0.5042
O  -1.2232  2.1031  -0.4183
O  -2.3417  -2.0978  -0.3229
Cl  2.6040  -0.8961  -0.3283

Cartesian forces (eV/Å) of the 2 atoms listed first:
C -2.156 -0.965 0.722
C -3.352 -1.662 -1.749

***

# C19H57O10Y

A molecular structure, C19H57O10Y (ωB97M-V with the def2-TZVPD basis set, the OMol25 dataset).

## Properties
Energy relative to the best compared isomer or geometry (same formula, charge and spin) ... 66.12 kJ/mol
Kohn-Sham gap ... 5.31 eV
Charge ... +2
E_HOMO ... -13.55 eV

Element x y z (Å)
Y  -1.7473  3.5946  0.2069
C  0.3537  0.5669  0.1823
O  -0.5508  1.6341  0.0788
H  -0.0564  -0.3669  -0.2132
H  1.2880  0.7343  -0.3658
H  0.6253  0.4440  1.2361
C  -2.1152  -2.6526  -0.1380
C  -3.1545  -3.7070  0.1951
O  -4.4703  -3.2307  -0.0561
H  -2.2079  -1.8700  0.6291
H  -2.3517  -2.1164  -1.0615
H  -1.0922  -3.0262  -0.1234
H  -3.1348  -3.9093  1.2665
H  -2.9067  -4.6268  -0.3440
H  -4.6306  -3.2463  -1.0064
C  -2.4130  0.7004  3.7668
C  -1.6461  1.9248  3.2883
O  -2.4059  2.6387  2.2456
H  -2.6480  0.0205  2.9450
H  -3.3520  0.9422  4.2662
H  -1.7422  0.1237  4.4000
H  -0.7080  1.5519  2.8791
H  -1.4166  2.6290  4.0855
H  -3.1548  3.0301  2.7283
C  -5.0261  0.5931  0.8252
C  -3.8119  0.8194  -0.0637
O  -3.6931  2.2529  -0.3980
H  -5.9212  0.9307  0.2988
H  -4.9397  1.1369  1.7635
H  -5.1214  -0.4767  1.0107
H  -3.8591  0.2718  -1.0042
H  -2.8731  0.5335  0.4058
H  -4.4997  2.5124  -0.8684
C  3.8033  0.1872  -2.4010
C  4.2356  -0.8347  -3.4450
O  4.9171  -0.2163  -4.5326
H  4.5757  0.8615  -2.0358
H  3.3822  -0.3161  -1.5222
H  2.9718  0.7737  -2.8076
H  3.3494  -1.3654  -3.8134
H  4.8508  -1.6546  -3.0732
H  4.2309  0.2491  -5.0250
C  -0.2830  -1.9498  3.2495
C  0.9150  -2.1998  4.1483
O  1.0659  -1.1089  5.0530
H  -0.2586  -0.9261  2.8734
H  -1.2090  -2.0179  3.8281
H  -0.3454  -2.7241  2.4847
H  1.8451  -2.3085  3.5920
H  0.8077  -3.1363  4.7017
H  0.5997  -1.2517  5.8802
C  1.3479  -2.8424  -2.1377
C  0.5108  -3.8805  -2.8502
O  0.9603  -5.1711  -2.4329
H  1.1291  -2.7243  -1.0713
H  1.0785  -1.8850  -2.6044
H  2.4322  -2.9176  -2.1804
H  0.7260  -3.8697  -3.9243
H  -0.5602  -3.7433  -2.6710
H  0.7890  -5.8504  -3.0876
C  2.5169  3.9566  -0.5243
C  1.5785  5.1453  -0.5269
O  0.2061  4.7411  -0.8021
H  2.5199  3.4752  0.4584
H  3.5596  4.2153  -0.7017
H  2.2320  3.1860  -1.2424
H  1.8882  5.8964  -1.2556
H  1.6153  5.6767  0.4242
H  0.0450  4.8953  -1.7452
C  -1.3671  0.1392  -3.1156
C  -0.1354  0.8503  -3.6357
O  0.4944  0.1023  -4.6657
H  -1.1417  -0.8006  -2.6112
H  -2.0377  -0.0743  -3.9492
H  -1.8596  0.7821  -2.3740
H  0.6164  1.0125  -2.8613
H  -0.4168  1.8368  -4.0376
H  -0.1295  -0.1128  -5.3645
C  3.4852  1.3442  1.5480
C  2.9855  0.4140  2.6464
O  2.2253  1.1371  3.6078
H  2.6389  1.5433  0.8937
H  4.2420  0.7946  0.9883
H  3.9444  2.2179  2.0032
H  3.7821  -0.1223  3.1752
H  2.3210  -0.3546  2.2198
H  1.7066  0.5682  4.1917

Cartesian forces (eV/Å) of the 2 atoms listed first:
Y 2.712 -5.603 -0.103
C 0.369 -0.101 0.190

***

# C43H69GeMnN5P3

A molecular structure, C43H69GeMnN5P3 (ωB97M-V with the def2-TZVPD basis set, the OMol25 dataset).

## Properties
Kohn-Sham gap (spin up / spin down) ... 6.66 / 6.99 eV
Charge ... +1
E_HOMO (spin up / spin down) ... -9.48 / -9.47 eV
<S²> ... 1.16
Spin multiplicity ... 2

Element x y z (Å)
Mn  -0.2261  -0.2354  -0.1356
C  -3.9958  -3.4714  0.3216
C  -3.0022  -2.6415  -0.5000
C  -3.7403  -1.4784  -1.1453
P  -1.4256  -2.1973  0.3957
C  -1.8223  -2.3863  2.1847
N  -1.1090  -1.5006  3.0677
Ge  -0.1198  -0.0001  2.4325
N  1.7136  -0.0900  2.9198
C  2.7386  -0.4721  1.9926
P  2.1960  -0.5601  0.2441
C  2.7534  1.0694  -0.4724
C  4.2278  1.3251  -0.7676
C  2.2124  2.1692  0.4395
C  3.4196  -1.8113  -0.4082
C  4.8092  -1.7200  0.2498
C  2.9614  -3.2579  -0.2633
C  2.1597  0.4691  4.1141
C  3.4889  0.7884  4.4102
C  3.8084  1.4374  5.5971
C  2.8276  1.7841  6.5100
C  1.5118  1.4209  6.2513
C  1.1976  0.7471  5.0892
N  -0.1163  0.2295  4.7958
C  -0.3557  -1.0989  5.2954
C  -0.0480  -1.5058  6.5769
C  -0.4226  -2.7697  7.0155
C  -1.1279  -3.5922  6.1544
C  -1.4083  -3.1974  4.8514
C  -0.9801  -1.9518  4.3794
C  -1.1741  1.1716  5.0585
C  -1.8609  1.2530  6.2523
C  -2.7746  2.2788  6.4605
C  -2.9530  3.2235  5.4647
C  -2.2871  3.1222  4.2487
C  -1.4158  2.0570  4.0022
N  -0.7832  1.7661  2.7999
C  -1.0267  2.6236  1.6671
P  -1.6934  1.6362  0.2691
C  -3.4839  1.4987  0.7369
C  -3.7116  0.6063  1.9545
C  -4.2038  2.8351  0.9375
C  -1.7934  2.9018  -1.0731
C  -0.4158  3.3791  -1.5307
C  -2.6714  2.3957  -2.2164
C  -0.4447  -3.7417  0.0726
C  -1.0226  -5.0695  0.5672
C  -0.1451  -3.8773  -1.4167
H  -4.7063  -3.9506  -0.3543
H  -4.5726  -2.8300  0.9899
H  -3.5312  -4.2507  0.9214
H  -2.6263  -3.2700  -1.3115
H  -4.3054  -0.9373  -0.3919
H  -4.4592  -1.8582  -1.8743
H  -3.0647  -0.7894  -1.6537
H  -1.5589  -3.4198  2.4126
H  -2.9060  -2.3188  2.3235
H  3.1880  -1.4349  2.2628
H  3.5583  0.2560  1.9870
H  2.2098  1.1123  -1.4200
H  4.8266  1.3743  0.1429
H  4.3098  2.3012  -1.2505
H  4.6653  0.5893  -1.4400
H  2.6892  2.1513  1.4220
H  1.1397  2.0540  0.5908
H  2.3869  3.1514  -0.0025
H  3.5123  -1.5733  -1.4710
H  4.8262  -2.2953  1.1758
H  5.1535  -0.7194  0.4725
H  5.5360  -2.1795  -0.4222
H  2.7047  -3.4859  0.7748
H  3.7830  -3.9205  -0.5417
H  2.1179  -3.4928  -0.8983
H  4.2912  0.5342  3.7338
H  4.8441  1.6784  5.7989
H  3.0797  2.3084  7.4209
H  0.7274  1.6633  6.9573
H  0.4856  -0.8343  7.2373
H  -0.1860  -3.0913  8.0199
H  -1.4654  -4.5643  6.4898
H  -1.9682  -3.8743  4.2237
H  -1.6808  0.5168  7.0249
H  -3.3136  2.3490  7.3947
H  -3.6259  4.0565  5.6231
H  -2.4588  3.8949  3.5135
H  -0.1396  3.1820  1.3557
H  -1.7878  3.3701  1.8828
H  -3.9268  1.0261  -0.1368
H  -3.4436  1.1230  2.8776
H  -3.1282  -0.3098  1.9118
H  -4.7687  0.3384  2.0199
H  -3.7843  3.4114  1.7625
H  -5.2417  2.6240  1.2023
H  -4.2200  3.4580  0.0449
H  -2.2956  3.7556  -0.6096
H  0.2472  2.5450  -1.7550
H  0.0616  3.9996  -0.7732
H  -0.5137  3.9838  -2.4343
H  -2.3522  1.4107  -2.5572
H  -2.6209  3.0810  -3.0644
H  -3.7174  2.3174  -1.9199
H  0.4862  -3.5466  0.6127
H  -1.8892  -5.3678  -0.0245
H  -1.3036  -5.0743  1.6190
H  -0.2643  -5.8439  0.4372
H  -1.0527  -4.0863  -1.9852
H  0.5274  -4.7189  -1.5938
H  0.3045  -2.9717  -1.8131
C  -1.1366  -1.0616  -3.8159
C  0.0989  -0.3715  -3.2304
C  0.2732  1.0129  -3.8633
C  1.3642  -1.1848  -3.5658
N  -0.0385  -0.2902  -1.7893
H  -0.9903  -1.2291  -4.8842
H  -2.0282  -0.4459  -3.6903
H  -1.3056  -2.0230  -3.3341
H  0.3815  0.8916  -4.9418
H  1.1711  1.5067  -3.4896
H  -0.5806  1.6566  -3.6833
H  1.6047  -1.0533  -4.6209
H  1.2311  -2.2495  -3.3849
H  2.2153  -0.8298  -2.9849

Cartesian forces (eV/Å) of the 2 atoms listed first:
Mn 0.482 -0.372 -0.811
C 0.005 0.023 0.022

***

# C5H13N3

2 unconnected molecules or ions with the total composition C5H13N3 (ωB97M-V with the def2-TZVPD basis set, the OMol25 dataset).

## Properties
Energy relative to the best compared isomer or geometry (same formula, charge and spin) ... 419.23 kJ/mol
Kohn-Sham gap (spin up / spin down) ... 7.34 / 7.34 eV
Charge ... 0
E_HOMO (spin up / spin down) ... -7.46 / -7.46 eV

Element x y z (Å)
C  -0.4833  0.6989  -1.2385
C  1.1114  -1.0004  -1.0592
C  1.3107  1.3591  1.1844
C  -2.0834  -0.3628  0.8691
N  -0.2292  -0.5442  -0.8187
N  1.7089  1.4304  -0.2065
C  -1.0753  -1.2087  0.1423
N  -1.0065  -2.4473  0.3873
H  1.4224  2.3126  -0.6140
H  -0.3023  -2.9267  -0.1713
H  0.0530  1.0442  -2.1076
H  -1.4140  1.1731  -0.9694
H  1.7312  0.0472  -0.6822
H  1.3552  -1.8977  -0.5013
H  1.3072  -1.1207  -2.1242
H  0.8815  0.3680  1.4078
H  0.5619  2.1035  1.4818
H  2.1766  1.4594  1.8551
H  -2.8815  -0.0379  0.1981
H  -2.5239  -0.9690  1.6554
H  -1.6206  0.5192  1.3118

Cartesian forces (eV/Å) of the 2 atoms listed first:
C 0.969 -0.734 0.376
C 0.668 0.480 0.159

***

# C26H54F6N2O18P

11 unconnected molecules or ions with the total composition C26H54F6N2O18P (ωB97M-V with the def2-TZVPD basis set, the OMol25 dataset).

## Properties
Kohn-Sham gap ... 9.46 eV
Charge ... -1
E_HOMO ... -7.35 eV

Element x y z (Å)
P  0.1286  0.8284  -0.0524
F  -1.1900  1.1037  -1.0057
F  -0.7669  0.3314  1.1845
F  0.1830  -0.7056  -0.6019
F  1.5505  0.7406  0.6914
F  1.0083  1.2098  -1.4069
F  -0.0557  2.3852  0.3500
C  4.2095  1.8351  -1.4299
O  5.6096  1.8324  -1.6833
H  4.0314  2.2787  -0.4458
H  3.6541  2.4321  -2.1567
H  3.7642  0.8440  -1.3975
H  5.9193  2.7275  -1.5307
C  -3.3897  2.5658  -2.6718
O  -4.6206  2.8135  -3.3055
H  -2.5051  2.5303  -3.3097
H  -3.2140  3.2861  -1.8718
H  -3.3947  1.6139  -2.1254
H  -4.7079  2.2894  -4.1033
C  -1.0057  -2.0974  -3.8177
O  -0.5825  -0.7381  -3.9490
H  -2.0563  -2.1884  -3.5414
H  -0.7906  -2.5809  -4.7694
H  -0.3646  -2.5393  -3.0509
H  -0.5187  -0.4015  -3.0496
C  4.2704  0.0435  2.5109
O  5.4847  0.7215  2.2241
H  4.1059  -0.7872  1.8241
H  4.1252  -0.4188  3.4926
H  3.4736  0.7755  2.3446
H  5.5872  1.4015  2.8954
C  2.5265  -2.0497  -1.7516
C  3.6738  -3.0054  -1.4778
C  5.0735  -2.4482  -1.2073
O  5.2440  -2.6418  0.2066
C  4.2406  -3.3915  0.6819
O  4.1035  -3.6948  1.8188
O  3.3769  -3.7404  -0.2951
H  1.5792  -2.5805  -1.8407
H  2.6351  -1.4722  -2.6719
H  2.4258  -1.3427  -0.9226
H  3.7264  -3.7040  -2.3206
H  5.0191  -1.3852  -1.4490
H  5.8989  -2.9701  -1.6829
C  0.6461  -1.7368  4.1199
C  1.0796  -0.2696  4.2202
C  -0.0581  0.7459  4.4601
O  0.1394  1.1902  5.7933
C  1.3622  0.7697  6.2347
O  1.8437  1.0986  7.2712
O  1.9391  0.0135  5.3076
H  -0.4198  -1.8686  3.9502
H  0.9711  -2.2829  5.0063
H  1.1840  -2.1418  3.2648
H  1.4579  -0.0358  3.2255
H  -1.0887  0.3964  4.3605
H  -0.0423  1.5538  3.7207
C  -3.8740  -0.4899  0.4542
C  -4.6034  -0.9334  1.7163
C  -6.0416  -0.4013  1.8692
O  -6.7987  -1.6097  2.0585
C  -6.0200  -2.7009  1.9218
O  -6.3433  -3.8266  2.1061
O  -4.7779  -2.3396  1.5897
H  -3.9388  0.6031  0.3536
H  -4.4190  -0.8000  -0.4378
H  -2.7961  -0.5985  0.3637
H  -4.0585  -0.6896  2.6301
H  -6.4080  0.0487  0.9496
H  -6.0359  0.2502  2.7368
C  -2.0758  5.1196  1.3228
C  -3.3577  4.2999  1.3811
C  -3.2374  2.8763  1.9091
O  -4.3778  2.6467  2.6850
C  -4.9519  3.8408  2.9491
O  -5.8989  3.9766  3.6614
O  -4.3231  4.8394  2.3081
H  -1.6397  5.4191  2.2820
H  -2.2309  6.0522  0.7868
H  -1.3070  4.4484  0.9301
H  -3.6876  4.2887  0.3366
H  -2.3530  2.9197  2.5604
H  -2.9576  2.2966  1.0305
C  -1.5317  -3.7215  -0.7217
O  -1.9484  -4.4154  -1.6326
N  -0.4998  -4.0874  0.0831
C  -0.1430  -3.2752  1.2248
C  0.2678  -5.2861  -0.1671
H  -2.0645  -2.8585  -0.2866
H  0.7848  -2.6946  1.1757
H  0.0300  -3.8790  2.1188
H  -0.9172  -2.5271  1.3893
H  0.4159  -5.7383  0.8200
H  -0.4123  -5.9599  -0.6882
H  1.2479  -5.2104  -0.6320
C  3.0111  2.3326  -6.1655
O  3.0080  3.4730  -6.5908
N  2.1836  1.8494  -5.2091
C  1.2429  2.7386  -4.5878
C  2.6011  0.7000  -4.4248
H  3.7644  1.5946  -6.4814
H  0.7881  3.4562  -5.2689
H  1.7153  3.3608  -3.8184
H  0.4253  2.1762  -4.1372
H  1.6670  0.1837  -4.1939
H  3.2520  0.0034  -4.9529
H  3.1456  1.1097  -3.5714

Cartesian forces (eV/Å) of the 2 atoms listed first:
P 0.123 0.955 -3.399
F -0.498 -0.893 0.468

***

In order of appearance, calculated total energy = -804.1276 -1548.2152 -6205.4923 -362.4226 -3427.7908 Ha.